No. 1
ORCA calculation (wB97M-V/def2-TZVPD) on a 2-piece molecular cluster, C4H12 overall.

Structure (XYZ):
```
16
Properties=species:S:1:pos:R:3:forces:R:3:mulliken_charge:R:1
C -1.0266 -0.3889 1.8817 -0.48 0.42 0.60 -0.78
C -0.1945 -1.6566 1.7888 0.41 0.75 0.13 -0.83
H -1.4831 -0.2602 2.8752 0.21 -0.20 -0.14 0.32
H -0.4475 0.5198 1.7231 0.17 -0.07 -0.16 0.20
H -1.8658 -0.3595 1.1915 0.01 -0.15 -0.27 0.27
H 0.2252 -1.7724 0.7959 -0.27 -0.32 -0.32 0.26
H 0.6862 -1.5621 2.4196 0.01 -0.08 0.33 0.25
H -0.7559 -2.5202 2.1137 -0.07 -0.34 -0.18 0.32
C 0.8576 1.1948 -1.1484 0.35 -0.41 0.06 -0.62
C 0.3447 0.8348 -2.5307 -0.54 -0.31 -0.30 -0.90
H 1.1304 0.2995 -0.5892 0.05 -0.14 -0.05 0.14
H 1.7769 1.7751 -1.2635 -0.20 0.17 0.32 0.31
H 0.1282 1.6914 -0.5115 0.04 0.40 -0.24 0.22
H -0.6931 0.4781 -2.5418 0.20 -0.01 0.20 0.28
H 0.9474 0.0507 -2.9903 0.07 -0.01 0.06 0.27
H 0.3699 1.6756 -3.2142 0.04 0.29 -0.05 0.30
```
Positions in Å, forces in eV/Å.

Values from the calculation:
* Kohn-Sham gap: 12.9 eV
* SMILES: CC.CC
* relative energy (zero: lowest compared OMol25 entry of this formula, charge and spin): 2.33 kcal per mole
* HOMO energy: -11.7 eV

No. 2
ORCA calculation (wB97M-V/def2-TZVPD) on the molecule C4H11N2 at a distorted geometry.

Structure (XYZ):
```
17
Properties=species:S:1:pos:R:3:forces:R:3:lowdin_spin:R:1
C -2.0431 0.5657 -0.6905 -2.61 0.37 -1.11 0.01
C -1.6511 -0.8402 -0.1579 0.37 -0.26 -1.06 0.01
C -0.5671 -0.7243 0.9121 -0.42 -0.81 -0.17 0.01
N 0.4413 0.2032 0.5706 -2.00 4.37 0.52 0.17
C 1.6581 -0.0759 0.1065 -2.07 -8.79 3.37 0.47
N 2.4211 0.7523 -0.4611 5.67 3.76 -4.27 0.20
H -1.6916 0.6607 -1.7795 -0.13 0.49 1.90 0.00
H -1.8175 1.4074 0.0020 0.54 -0.53 -0.77 0.00
H -3.1918 0.7516 -0.7825 1.70 -0.87 0.10 0.00
H -1.0687 -1.3086 -1.0006 -1.07 -0.06 0.58 0.00
H -2.5211 -1.4978 0.1640 1.10 0.85 -0.44 0.00
H -0.1149 -1.7141 1.0686 -0.02 0.28 0.10 0.00
H -1.0049 -0.4096 1.8306 -0.44 0.12 1.01 0.00
H 0.1723 1.2302 0.5940 0.47 -2.09 0.15 0.01
H 1.8289 -1.1830 0.1713 0.44 1.27 -0.40 0.04
H 3.1171 0.3452 -1.1764 -1.41 0.86 1.35 0.03
H 1.8741 1.4786 -0.8793 -0.11 1.04 -0.86 0.04
```
Positions in Å, forces in eV/Å.

Values from the calculation:
* Kohn-Sham gap (spin up / spin down): 5.1 / 9.9 eV
* relative energy (zero: lowest compared OMol25 entry of this formula, charge and spin): 35.71 kcal per mole
* multiplicity: 2
* HOMO energy (spin up / spin down): -4.0 / -8.9 eV

No. 3
ORCA calculation (wB97M-V/def2-TZVPD) on a 2-piece molecular cluster, C4H11NO3 overall at a distorted geometry.

Structure (XYZ):
```
19
Properties=species:S:1:pos:R:3:forces:R:3:mulliken_charge:R:1
O -0.5892 -2.8484 0.2269 -0.81 1.30 0.11 -0.66
C -1.1499 -1.7484 0.2028 0.23 -0.49 0.04 0.09
N -1.0240 -0.8510 -0.8060 -2.94 1.37 3.42 -0.09
C -1.3014 0.5802 -0.5885 -0.47 0.35 -0.55 -0.81
C -0.2074 1.2979 0.2391 0.40 -1.04 -0.42 -0.22
C 1.1534 1.3527 -0.5095 0.49 2.16 2.10 -0.56
O 1.0899 2.1189 -1.7127 0.33 0.75 1.81 -0.50
H -1.8334 -1.3554 0.9950 0.34 -0.50 -0.13 0.36
H -0.3817 -1.1041 -1.4267 3.26 -1.10 -3.36 0.21
H -1.4834 1.0773 -1.5943 0.38 -0.61 1.18 0.34
H -2.2705 0.6377 -0.0606 0.41 0.01 -0.18 0.30
H -0.1026 0.7612 1.2129 0.16 0.29 -0.70 0.24
H -0.5199 2.3002 0.4689 -0.23 0.54 -0.01 0.36
H 1.9319 1.8925 0.1592 -1.36 -0.78 -0.97 0.28
H 1.5604 0.3784 -0.6205 0.28 -1.05 -0.55 0.33
H 0.9019 1.5422 -2.4103 -0.43 -1.23 -1.73 0.31
O 1.3722 -1.6112 2.0176 0.23 -0.72 0.25 -0.60
H 0.8954 -2.3355 1.5730 0.01 0.31 -0.02 0.34
H 1.9583 -2.0851 2.6337 -0.27 0.43 -0.29 0.29
```
Positions in Å, forces in eV/Å.

Values from the calculation:
* Kohn-Sham gap: 10.8 eV
* SMILES: O=CNCCCO.O
* relative energy (zero: lowest compared OMol25 entry of this formula, charge and spin): 33.31 kcal per mole
* HOMO energy: -10.1 eV

No. 4
ORCA calculation (wB97M-V/def2-TZVPD) on C7H23FN9O8S2 as an isolated structure.

Structure (XYZ):
```
50
Properties=species:S:1:pos:R:3:forces:R:3:mulliken_charge:R:1
C -3.1505 -0.2993 0.5041 0.07 0.01 -0.16 -1.20
C -2.5476 1.0724 0.7457 -0.01 0.09 0.10 0.63
F -2.0956 1.0938 2.0856 -0.13 0.09 -0.06 -0.38
C -1.3356 1.4551 -0.0934 0.01 -0.07 0.18 0.01
S -1.6945 1.7448 -1.8400 -0.08 0.18 0.03 1.05
O -1.4541 3.1458 -2.0847 -0.08 0.02 -0.08 -0.67
O -3.0508 1.2749 -2.0518 0.03 -0.09 0.01 -0.70
N -0.6518 0.9347 -2.7237 0.13 0.03 0.13 -0.29
S -0.2929 -0.5786 -2.4935 0.24 -0.02 -0.67 0.84
O -0.2864 -1.2720 -3.7577 -0.02 -0.08 0.11 -0.67
O 0.9097 -0.7292 -1.6944 -0.13 0.05 0.19 -0.64
H -4.2114 -0.3109 0.7529 0.04 -0.04 0.17 0.29
H -2.6167 -1.0295 1.1142 0.00 0.00 -0.02 0.34
H -3.0784 -0.5740 -0.5457 -0.01 0.03 0.00 0.24
H -3.3053 1.8552 0.6809 0.03 -0.02 -0.10 0.28
H -0.5489 0.7105 0.0408 -0.01 -0.04 -0.20 -0.21
H -0.9711 2.4145 0.2681 0.08 -0.07 -0.02 0.06
H -1.2966 -1.1173 -1.7650 -0.07 0.08 0.09 0.05
C -1.5215 5.4995 1.2258 -0.11 0.05 -0.24 0.57
O -1.0667 4.4035 0.9771 0.12 -0.03 0.33 -0.60
N -1.9355 6.3423 0.2298 0.03 0.04 0.02 -0.38
N -1.6596 5.9710 2.5077 0.03 0.01 -0.01 -0.41
H -2.3207 7.2519 0.3918 -0.01 -0.01 0.01 0.15
H -1.8511 5.9922 -0.7089 -0.02 -0.05 0.00 0.25
H -1.3667 5.3608 3.2473 -0.01 -0.02 -0.01 0.23
H -2.0360 6.8720 2.7286 -0.01 0.00 -0.01 0.15
C 1.9134 -2.2040 1.9726 0.03 -0.08 -0.03 0.67
O 1.1536 -1.6204 2.7324 -0.02 -0.01 0.01 -0.68
N 2.0903 -1.8467 0.6737 0.07 0.12 0.19 -0.24
N 2.6341 -3.2973 2.3879 -0.12 0.06 -0.05 -0.31
H 2.7121 -2.3322 0.0566 -0.04 -0.02 -0.04 0.14
H 1.5767 -1.0677 0.2946 -0.06 -0.14 -0.09 0.17
H 2.5578 -3.5928 3.3446 0.15 -0.02 0.00 0.20
H 3.2537 -3.8118 1.7919 0.01 0.03 -0.02 0.11
C 2.1062 -6.3537 4.1008 -0.15 0.08 -0.13 0.68
O 3.0013 -5.5328 4.2142 0.12 -0.11 0.15 -0.66
N 2.2997 -7.6832 4.3690 -0.01 0.02 0.02 -0.42
N 0.8518 -6.0082 3.6915 0.02 -0.01 0.09 -0.34
H 1.5812 -8.3745 4.2764 -0.01 0.01 -0.01 0.15
H 3.2149 -7.9598 4.6687 0.01 0.01 0.00 0.22
H 0.6910 -5.0437 3.4573 0.00 0.01 -0.06 0.20
H 0.1053 -6.6669 3.5828 0.01 -0.01 -0.02 0.17
C 2.0815 2.0892 -5.7943 -0.16 -0.02 0.01 0.59
O 2.9099 2.3157 -6.6684 0.01 0.02 0.00 -0.70
N 0.7623 2.4280 -5.9212 0.01 0.04 0.00 -0.31
N 2.3811 1.4833 -4.6151 0.01 0.06 0.06 -0.29
H 0.0802 2.2233 -5.2098 0.01 -0.03 0.02 0.20
H 0.4799 2.8726 -6.7721 0.01 -0.01 -0.01 0.17
H 3.3245 1.1924 -4.4520 0.00 -0.02 -0.04 0.16
H 1.6733 1.3071 -3.9238 -0.03 -0.10 0.14 0.17
```
Positions in Å, forces in eV/Å.

Values from the calculation:
* Kohn-Sham gap: 8.2 eV
* net charge: -1
* HOMO energy: -6.2 eV

No. 5
ORCA calculation (wB97M-V/def2-TZVPD) on a 8-piece molecular cluster, C46H106N7O6S overall at a distorted geometry.

Structure (XYZ):
```
166
Properties=species:S:1:pos:R:3:forces:R:3:mulliken_charge:R:1
S 1.0040 -0.9056 -0.2186 -1.38 1.00 0.42 0.74
O 0.9793 -0.1541 -1.4679 -0.20 0.59 -1.09 -0.39
O 0.7088 -2.3198 -0.4783 0.49 -1.37 -0.23 -1.06
O 2.3479 -0.7584 0.3506 1.20 -0.32 0.71 -0.67
O -0.0093 -0.3791 0.7086 -0.30 0.20 0.46 0.12
C -1.3493 -1.9666 -3.0281 -0.37 0.19 2.30 0.08
C -2.1284 -2.9611 -2.1275 -0.53 -0.64 -2.63 -0.09
O -3.0345 -3.5976 -2.5813 0.76 0.39 1.52 -0.44
N -1.6573 -3.1633 -0.6862 -3.35 0.92 -0.99 0.44
H -1.7348 -4.1355 -0.4235 -0.87 -0.40 0.20 0.49
H -0.6669 -2.9685 -0.6518 1.87 1.31 0.44 -0.10
C -2.4698 -2.1513 0.1836 1.57 -0.26 0.36 -0.30
H -1.9914 -1.5682 -3.8136 0.12 -0.73 -0.15 0.45
H -0.4051 -2.4279 -3.3175 -0.18 -0.02 -0.34 0.32
H -1.0762 -1.1187 -2.3998 0.36 0.14 0.03 -0.40
H -2.5614 -1.1899 -0.3219 -0.05 -0.51 -0.60 -0.05
H -1.7760 -1.8876 0.9818 -0.19 -0.25 0.29 -0.07
H -3.4398 -2.4918 0.5461 0.28 -0.50 -0.44 0.55
C 3.3322 -1.3861 -3.3452 0.67 -0.37 0.86 -0.55
C 4.3219 -0.4658 -2.6000 2.02 -0.63 -2.87 0.42
O 5.4771 -0.3664 -3.0148 -3.51 0.33 2.39 -0.48
N 3.7981 0.3911 -1.4665 0.90 0.99 -1.00 0.95
H 3.0695 0.0191 -0.8742 -1.33 -1.70 0.48 -0.90
H 4.5221 0.4899 -0.7693 0.93 0.60 -0.17 0.50
C 3.2300 1.6919 -1.9732 0.42 -0.01 -0.61 -0.46
H 2.4168 -1.6567 -2.8190 -0.01 0.53 -0.01 0.02
H 3.8964 -2.3067 -3.4944 0.15 -0.08 0.07 0.38
H 3.1566 -1.0608 -4.3706 -0.02 0.41 0.28 0.31
H 4.0131 2.1875 -2.5470 -0.17 0.21 0.16 0.48
H 2.8424 2.3022 -1.1575 0.39 -0.18 0.11 0.19
H 2.3700 1.4492 -2.5974 0.22 -0.16 0.01 0.09
C 0.6929 0.4965 -4.7342 -1.39 0.26 -1.33 -0.89
C -0.3015 0.4422 -5.9493 0.90 -0.54 -0.04 -0.51
C 0.2058 1.3382 -7.1137 -1.23 -0.70 -0.57 -1.59
N -0.8758 1.7007 -8.1254 -0.03 0.25 -0.46 0.36
C -1.5850 0.4944 -8.7470 0.09 0.84 1.33 -1.02
C -0.2532 2.5078 -9.3094 -0.59 1.05 1.25 -0.37
C -0.6586 3.9417 -8.9952 0.08 1.49 -1.71 -0.64
C -1.9296 3.9368 -8.1772 -0.16 1.02 -0.59 -0.45
C -1.8785 2.6876 -7.4248 -0.59 -2.46 0.93 -0.15
H 0.6830 1.5445 -4.4348 0.20 -0.08 0.61 0.21
H 1.7076 0.2238 -5.0243 -0.19 0.00 -0.07 0.19
H 0.3031 -0.1834 -3.9766 0.42 0.37 0.23 0.25
H -1.3401 0.5561 -5.6388 0.00 1.09 0.19 0.51
H -0.3951 -0.5943 -6.2733 0.58 -0.15 -0.45 0.69
H 0.9338 0.7807 -7.7030 0.29 0.15 0.26 0.59
H 0.5913 2.3142 -6.8186 0.25 -0.22 0.31 0.35
H -2.2117 0.9347 -9.5226 0.01 -0.59 -0.03 0.50
H -2.1824 0.0522 -7.9496 -0.13 -0.10 -0.26 0.41
H -0.8549 -0.2403 -9.0865 -0.03 0.31 -0.30 0.30
H -0.7700 2.2816 -10.2421 0.32 -0.77 0.25 0.38
H 0.8284 2.3840 -9.3621 -0.23 -0.38 -0.04 0.23
H -1.0050 4.3512 -9.9441 0.52 0.26 -0.19 0.35
H 0.1077 4.6552 -8.6921 0.20 -0.50 0.48 0.35
H -2.7746 3.9881 -8.8638 -0.13 -0.26 0.14 0.39
H -2.0333 4.8141 -7.5387 0.16 -0.07 0.06 0.31
H -2.8341 2.1683 -7.3520 -0.05 -0.07 -0.31 0.30
H -1.6011 2.7948 -6.3761 0.59 0.03 -0.21 -0.30
C 0.8013 -5.5622 3.6737 0.10 -0.88 -0.96 -1.40
C 2.0139 -5.7725 2.7253 0.83 2.17 0.59 -0.43
C 2.1562 -4.7470 1.4832 -0.60 -2.55 0.48 0.19
N 3.3502 -5.0578 0.6216 2.09 -0.45 -1.73 0.46
C 3.3554 -6.4829 -0.0622 -1.42 0.30 0.33 -1.09
C 4.6623 -4.9365 1.3734 0.78 0.36 -0.66 -0.06
C 5.6972 -4.5400 0.2904 0.80 -0.84 0.30 -1.30
C 4.9483 -3.4700 -0.4708 0.14 -0.09 -0.43 -0.15
C 3.5537 -4.0126 -0.5961 -1.59 -0.80 0.44 0.67
H 0.5570 -4.5347 3.9433 0.07 0.11 -0.43 0.25
H 1.0658 -6.0501 4.6119 -0.22 -0.14 -0.06 0.44
H -0.0346 -6.0973 3.2232 -0.44 0.33 0.39 0.39
H 2.1339 -6.8240 2.4646 -0.33 0.18 -0.40 0.34
H 2.8065 -5.5824 3.4490 0.75 0.11 -0.54 0.33
H 2.1784 -3.6851 1.7281 0.16 -0.15 0.20 -0.24
H 1.3066 -4.9418 0.8287 -0.16 0.30 -0.03 0.24
H 2.3862 -6.5600 -0.5549 -0.07 -0.01 0.08 0.43
H 3.4497 -7.3301 0.6171 -0.08 0.53 0.55 0.38
H 4.0893 -6.6872 -0.8417 0.39 1.04 0.25 0.39
H 4.8212 -5.8524 1.9427 0.17 0.24 -0.05 0.54
H 4.6173 -4.0507 2.0070 -0.41 -0.30 0.37 -0.25
H 6.0977 -5.3413 -0.3305 -1.12 -0.54 -0.46 0.45
H 6.7044 -4.2852 0.6203 -0.39 0.88 0.98 0.51
H 5.3807 -3.2959 -1.4561 0.03 0.08 0.02 0.49
H 4.9079 -2.5240 0.0692 0.18 0.04 0.14 -0.01
H 3.3291 -4.5835 -1.4971 0.47 -0.16 0.04 0.31
H 2.7547 -3.2716 -0.5727 0.07 0.03 0.56 -0.80
C -1.2889 -0.9746 4.0566 0.90 0.10 -0.68 -0.70
C -2.7426 -1.3499 4.1889 -0.48 0.80 -0.57 -0.10
C -3.6179 -0.0847 3.9980 -0.63 0.44 2.48 -0.90
N -4.8396 -0.0415 4.9682 -2.09 1.05 -0.18 0.33
C -5.8017 -1.1496 4.5894 0.70 -0.52 0.74 -0.98
C -5.6186 1.3383 4.9109 1.84 0.48 -1.90 -0.47
C -6.2185 1.7024 6.1977 -1.11 -0.72 0.94 -0.68
C -5.3208 0.9897 7.1937 -0.53 -0.17 1.33 -0.82
C -4.5460 -0.1484 6.4895 0.70 0.63 0.03 -0.39
H -1.1443 -0.1818 3.3227 0.01 0.21 -0.08 -0.45
H -0.7056 -1.7977 3.6440 0.05 -0.16 0.25 0.04
H -0.8317 -0.6640 4.9961 -0.13 0.02 0.04 0.64
H -2.8392 -1.8148 5.1701 -0.61 -0.11 -0.19 0.50
H -3.0206 -2.0200 3.3754 0.00 -0.43 0.39 0.29
H -3.9810 0.0969 2.9864 -0.16 -0.32 0.05 0.35
H -3.0933 0.8162 4.3164 0.37 -0.04 -0.12 0.46
H -6.1400 -1.1603 3.5532 0.49 0.39 -0.05 0.31
H -6.6989 -1.1676 5.2082 0.23 0.30 0.24 0.39
H -5.1848 -2.0137 4.8358 -0.61 -0.49 -0.38 0.46
H -6.2375 1.4038 4.0161 -0.03 -0.42 0.07 0.46
H -4.8516 2.1091 4.8348 0.55 -0.28 -0.67 0.12
H -7.2565 1.3880 6.3057 0.02 -0.11 -0.04 0.37
H -6.2046 2.7810 6.3542 0.01 -0.07 -0.17 0.35
H -5.9597 0.6645 8.0147 0.12 -0.61 -0.10 0.34
H -4.6747 1.6879 7.7259 0.46 -0.07 -0.48 0.39
H -4.7174 -1.1651 6.8429 -0.44 0.15 -0.19 0.43
H -3.4902 0.0415 6.6827 0.15 -0.08 -0.51 0.24
C -1.5618 4.3873 -3.9169 -0.38 1.78 -0.52 -1.71
C -1.3384 3.6541 -2.6008 -1.50 -1.53 0.14 0.48
C -2.5785 3.7404 -1.6349 0.00 0.28 0.80 -0.95
N -2.5740 2.8892 -0.2967 0.85 -0.48 -0.68 0.48
C -2.6233 1.3455 -0.5719 0.08 1.33 0.28 -1.10
C -3.6988 3.3557 0.6606 -1.50 -0.58 -1.07 -0.64
C -3.1978 3.5513 2.0523 1.08 -0.21 1.29 -0.16
C -1.7509 3.0085 1.9813 -0.11 -0.37 -0.15 0.66
C -1.3164 3.2255 0.5175 -0.88 0.39 0.85 -1.04
H -1.4293 5.4662 -3.8362 0.40 0.08 0.23 0.46
H -2.5560 4.3775 -4.3637 -0.49 -0.67 0.59 0.43
H -0.9555 4.0828 -4.7699 0.58 -0.30 0.52 0.39
H -0.3915 3.8673 -2.1048 -0.15 0.33 -0.06 0.36
H -1.3001 2.6160 -2.9309 0.27 -0.42 0.40 -0.12
H -3.5325 3.5174 -2.1126 0.21 -0.41 -0.28 0.49
H -2.7485 4.7369 -1.2271 0.42 0.23 -0.20 0.51
H -2.6191 0.8634 0.4057 0.18 0.02 -0.15 0.18
H -1.7491 1.0594 -1.1566 0.23 0.19 0.32 0.21
H -3.5005 1.0314 -1.1375 -0.27 0.59 0.14 0.48
H -4.4586 2.5744 0.6395 0.02 0.01 -0.24 0.37
H -4.1933 4.2666 0.3234 0.34 -0.11 -0.58 0.35
H -3.7558 2.9836 2.7969 -0.12 -0.39 -0.28 -0.31
H -3.3432 4.5573 2.4459 0.58 0.29 -0.54 0.44
H -1.8111 1.9409 2.1926 0.14 -0.25 -0.17 -1.01
H -1.0444 3.3735 2.7267 -0.07 0.47 -0.23 0.70
H -0.4235 2.6722 0.2266 -0.31 -0.08 -0.31 0.19
H -1.2260 4.3019 0.3715 0.48 -0.01 -0.12 0.70
C 4.0813 -2.1150 4.2757 -0.54 0.19 -1.11 -1.22
C 3.8865 -0.5943 4.4308 -0.90 0.39 0.29 -0.54
C 3.1024 0.0309 3.1988 0.91 -0.62 0.27 -0.28
N 2.7262 1.5258 3.1983 -0.08 1.31 1.78 0.73
C 1.8681 1.9071 1.9906 1.42 -1.10 0.80 -0.59
C 3.9411 2.4822 3.3574 0.93 -1.04 -0.26 -0.55
C 3.5533 3.7684 4.0490 -0.76 0.75 -0.83 -0.61
C 2.1627 3.5298 4.5172 -1.94 -1.58 1.72 -0.68
C 1.9307 1.9418 4.4456 -0.36 1.55 -0.33 -0.49
H 4.4952 -2.6419 5.1355 0.26 0.49 -0.02 0.46
H 4.6094 -2.3867 3.3617 0.40 0.07 0.12 0.24
H 3.0835 -2.5309 4.1363 -0.22 -0.18 0.06 0.17
H 4.7972 -0.0302 4.6323 0.15 -0.27 -0.19 0.36
H 3.3167 -0.5823 5.3599 -0.28 0.71 0.00 0.36
H 2.2150 -0.5467 2.9400 -0.29 0.26 0.34 0.17
H 3.7464 -0.1682 2.3422 0.01 0.54 -0.20 0.15
H 1.5846 2.9591 2.0225 0.05 -0.17 0.27 0.62
H 1.0472 1.1920 2.0445 -0.16 0.28 -0.62 -0.39
H 2.5347 1.7095 1.1512 -0.50 -0.02 -0.23 0.19
H 4.3995 2.6083 2.3765 0.04 -0.11 0.08 0.41
H 4.6286 1.9730 4.0328 0.06 -0.24 -0.39 0.30
H 3.3908 4.5942 3.3563 1.09 0.10 -0.08 0.26
H 4.1976 4.0584 4.8790 0.26 -0.16 -0.41 0.35
H 1.4271 4.1458 3.9999 -0.14 -0.59 -0.68 0.21
H 1.9700 3.9061 5.5219 0.33 -0.46 0.34 0.56
H 0.8800 1.6836 4.3139 0.05 -0.11 -0.15 0.00
H 2.2832 1.4127 5.3309 0.35 0.18 -0.20 0.63
```
Positions in Å, forces in eV/Å.

Values from the calculation:
* Kohn-Sham gap: 9.9 eV
* relative energy (zero: lowest compared OMol25 entry of this formula, charge and spin): 0.00 kcal per mole
* net charge: +5
* HOMO energy: -19.4 eV